[1]
This record from the OMol25 dataset describes 10 unconnected molecules or ions with the total composition C41H60N13O3S at a distorted geometry. The level of theory is wB97M-V/def2-TZVPD.

Geometry as XYZ:
```
118
Properties=species:S:1:pos:R:3:lowdin_charge:R:1
C 5.377 -1.467 1.295 -0.105
S 4.251 -0.187 0.892 0.626
O 2.961 -0.500 1.442 -0.304
O 4.318 0.187 -0.482 -0.251
N 4.879 1.142 1.782 -0.012
C 4.029 2.261 1.666 -0.401
N 4.341 3.154 0.702 0.221
N 3.015 2.372 2.464 0.149
C 2.008 3.429 2.442 -0.064
C 0.989 3.222 1.291 -0.343
O 1.585 2.422 0.289 -0.054
C -0.296 2.608 1.834 -0.197
N 0.044 1.316 2.469 0.035
H 6.246 -1.428 0.644 0.078
H 4.809 -2.390 1.174 0.083
H 5.667 -1.352 2.340 0.082
H 4.965 0.845 2.753 0.126
H 3.926 4.063 0.859 0.108
H 4.165 2.819 -0.244 0.126
H 2.871 1.631 3.140 0.168
H 2.473 4.414 2.428 0.132
H 1.482 3.356 3.391 0.132
H 0.741 4.194 0.846 0.148
H 0.939 1.818 -0.100 0.118
H -0.770 3.259 2.565 0.130
H -0.949 2.442 0.969 0.100
H -0.092 0.551 1.819 0.065
H -0.590 1.130 3.237 0.082
N -3.963 2.046 -0.105 0.006
C -2.987 1.380 -0.799 -0.163
C -3.223 1.559 -2.136 -0.107
C -4.385 2.369 -2.254 -0.115
C -4.819 2.649 -0.985 -0.129
H -4.048 2.083 0.894 0.143
H -2.215 0.828 -0.289 0.091
H -2.632 1.154 -2.941 0.096
H -4.851 2.703 -3.166 0.097
H -5.660 3.224 -0.637 0.111
N -6.220 -0.456 -3.486 0.009
C -7.159 -1.452 -3.443 -0.165
C -7.524 -1.739 -4.733 -0.108
C -6.768 -0.889 -5.586 -0.102
C -5.975 -0.111 -4.787 -0.142
H -5.778 -0.036 -2.687 0.121
H -7.491 -1.863 -2.505 0.110
H -8.252 -2.475 -5.031 0.094
H -6.808 -0.851 -6.661 0.093
H -5.263 0.658 -5.033 0.102
N 10.454 -2.187 2.801 0.004
C 9.618 -3.256 2.623 -0.159
C 9.027 -3.117 1.395 -0.121
C 9.532 -1.924 0.808 -0.120
C 10.412 -1.374 1.704 -0.134
H 11.027 -2.027 3.609 0.146
H 9.513 -4.020 3.374 0.110
H 8.317 -3.803 0.960 0.090
H 9.289 -1.522 -0.161 0.089
H 11.016 -0.486 1.647 0.109
N 3.295 5.651 -2.050 -0.003
C 2.466 4.556 -1.997 -0.155
C 1.913 4.396 -3.239 -0.097
C 2.423 5.426 -4.072 -0.095
C 3.272 6.182 -3.311 -0.128
H 3.839 6.023 -1.294 0.136
H 2.318 3.967 -1.106 0.061
H 1.217 3.624 -3.523 0.094
H 2.193 5.592 -5.110 0.098
H 3.860 7.048 -3.559 0.112
N -9.785 0.593 -2.562 -0.006
C -9.757 1.468 -1.511 -0.169
C -11.043 1.643 -1.073 -0.109
C -11.879 0.836 -1.892 -0.103
C -11.071 0.199 -2.796 -0.131
H -8.979 0.278 -3.079 0.110
H -8.828 1.893 -1.167 0.097
H -11.352 2.277 -0.259 0.089
H -12.949 0.735 -1.823 0.091
H -11.303 -0.497 -3.584 0.110
N 1.187 -2.605 2.668 0.004
C -0.016 -3.238 2.818 -0.147
C 0.222 -4.483 3.340 -0.103
C 1.626 -4.605 3.514 -0.092
C 2.191 -3.431 3.092 -0.143
H 1.325 -1.680 2.304 0.091
H -0.933 -2.746 2.538 0.098
H -0.519 -5.229 3.574 0.091
H 2.156 -5.456 3.905 0.097
H 3.219 -3.115 3.062 0.093
N 13.792 -5.355 3.270 0.001
C 14.789 -5.728 2.410 -0.139
C 14.462 -5.269 1.163 -0.107
C 13.218 -4.590 1.274 -0.105
C 12.830 -4.661 2.585 -0.148
H 13.769 -5.565 4.250 0.142
H 15.641 -6.286 2.757 0.107
H 15.048 -5.403 0.270 0.091
H 12.669 -4.105 0.483 0.090
H 11.961 -4.275 3.082 0.069
N -8.919 4.495 -4.584 0.000
C -9.304 3.184 -4.678 -0.133
C -9.630 2.940 -5.985 -0.105
C -9.431 4.149 -6.707 -0.112
C -8.993 5.090 -5.815 -0.147
H -8.637 4.953 -3.738 0.138
H -9.316 2.540 -3.815 0.074
H -9.973 1.999 -6.381 0.090
H -9.596 4.309 -7.760 0.089
H -8.733 6.126 -5.950 0.103
N -3.249 -4.363 3.935 0.001
C -4.428 -4.875 3.464 -0.138
C -5.264 -5.050 4.534 -0.109
C -4.561 -4.627 5.695 -0.110
C -3.322 -4.208 5.293 -0.144
H -2.450 -4.137 3.374 0.090
H -4.571 -5.071 2.415 0.105
H -6.266 -5.441 4.491 0.092
H -4.925 -4.632 6.709 0.091
H -2.489 -3.817 5.853 0.104
```

- Multiplicity: 1
- Total charge: +1
- Total energy: -2933.698550 Ha
- Maximum force: 1.2 eV/Å

---

[2]
This record from the OMol25 dataset describes a molecular structure, C41H60N4O8P2S2SiZr at a distorted geometry. The level of theory is wB97M-V/def2-TZVPD.

Geometry as XYZ:
```
119
Properties=species:S:1:pos:R:3:lowdin_charge:R:1
Zr 0.506 -0.395 -0.872 1.323
N 1.829 -1.936 -2.663 -0.023
C 3.301 -1.909 -2.753 -0.233
C 3.859 -0.527 -3.064 -0.178
C 3.797 0.491 -1.931 -0.237
N 2.438 1.016 -1.722 -0.030
H 1.529 -2.861 -2.368 0.083
H 1.420 -1.790 -3.578 0.014
H 3.650 -2.608 -3.523 0.111
H 3.710 -2.253 -1.804 0.095
H 3.358 -0.122 -3.946 0.085
H 4.909 -0.653 -3.342 0.111
H 4.494 1.307 -2.155 0.110
H 4.115 0.031 -0.995 0.106
H 2.118 1.525 -2.539 0.056
H 2.450 1.684 -0.958 0.083
C -2.269 -3.558 0.514 -0.032
C -0.803 -3.499 0.740 -0.319
N 0.094 -2.674 0.216 0.098
C 1.311 -3.098 0.703 -0.127
C 1.159 -4.176 1.517 -0.085
N -0.187 -4.414 1.525 0.182
C 2.064 -5.079 2.275 -0.508
O 3.349 -4.834 2.187 0.119
O 1.587 -5.986 2.919 0.082
C 2.533 -2.311 0.406 -0.554
O 3.652 -2.768 0.698 0.044
O 2.302 -1.206 -0.157 -0.201
H -2.499 -3.335 -0.525 0.063
H -2.794 -2.815 1.113 0.048
H -2.633 -4.556 0.765 0.081
H -0.617 -5.155 2.054 0.167
H 3.523 -4.007 1.617 0.062
O 0.120 1.756 -0.409 -0.178
C 0.375 1.538 0.812 -0.682
O 0.475 0.349 1.213 -0.173
C 0.624 2.666 1.758 -0.174
C -0.222 3.768 1.696 -0.047
C -0.101 4.788 2.622 -0.072
C 0.869 4.700 3.614 -0.078
C 1.725 3.611 3.659 -0.081
C 1.630 2.580 2.722 -0.297
P 2.840 1.189 2.669 1.146
C 4.134 1.884 3.781 -0.389
C 4.861 2.976 3.297 -0.125
C 5.920 3.505 4.012 -0.096
C 6.294 2.939 5.226 -0.105
C 5.588 1.854 5.715 -0.091
C 4.513 1.333 5.001 -0.084
C 2.051 -0.103 3.684 -0.375
C 0.721 -0.042 4.084 -0.087
C 0.127 -1.128 4.713 -0.072
C 0.857 -2.282 4.959 -0.091
C 2.185 -2.355 4.558 -0.094
C 2.769 -1.280 3.906 -0.122
H -0.996 3.790 0.941 0.118
H -0.772 5.636 2.587 0.101
H 0.961 5.481 4.359 0.099
H 2.489 3.571 4.425 0.100
H 4.588 3.420 2.345 0.105
H 6.461 4.357 3.619 0.098
H 7.131 3.343 5.782 0.094
H 5.865 1.407 6.662 0.098
H 3.960 0.501 5.413 0.094
H 0.124 0.836 3.873 0.065
H -0.917 -1.069 4.994 0.099
H 0.390 -3.131 5.442 0.098
H 2.760 -3.256 4.727 0.102
H 3.789 -1.367 3.547 0.109
C -6.022 -1.866 2.728 -0.081
C -5.017 -0.735 2.739 -0.331
O -4.134 -0.921 1.629 -0.387
P -3.256 0.353 1.106 -0.090
S -2.239 -0.453 -0.413 0.390
S -2.441 1.313 2.584 0.356
O -4.410 1.304 0.496 -0.356
C -5.222 0.863 -0.601 -0.309
C -6.679 1.007 -0.218 -0.071
H -6.813 -1.678 3.456 0.073
H -5.550 -2.818 2.973 0.072
H -6.476 -1.961 1.740 0.070
H -4.424 -0.730 3.656 0.096
H -5.510 0.237 2.664 0.102
H -4.979 -0.168 -0.864 0.086
H -4.976 1.488 -1.460 0.103
H -6.934 0.332 0.601 0.060
H -7.320 0.769 -1.070 0.075
H -6.893 2.028 0.099 0.078
C 0.871 0.355 -4.931 -0.248
Si -0.495 0.248 -3.562 0.661
C -1.262 2.041 -3.749 -0.652
C -0.123 3.051 -3.546 -0.125
C -2.306 2.329 -2.665 -0.129
C -1.917 2.335 -5.100 -0.116
C -1.698 -1.048 -4.442 -0.653
C -3.117 -0.999 -3.870 -0.128
C -1.809 -0.940 -5.968 -0.117
C -1.146 -2.451 -4.145 -0.146
H 0.465 0.805 -5.842 0.015
H 1.277 -0.619 -5.227 0.015
H 1.724 0.970 -4.638 -0.007
H 0.324 2.946 -2.555 0.052
H -0.515 4.075 -3.615 0.079
H 0.660 2.956 -4.303 0.064
H -1.895 2.233 -1.661 0.040
H -3.155 1.646 -2.729 0.040
H -2.691 3.352 -2.784 0.083
H -1.261 2.129 -5.950 0.065
H -2.197 3.397 -5.152 0.075
H -2.833 1.757 -5.238 0.059
H -3.599 -0.037 -4.056 0.060
H -3.133 -1.167 -2.793 0.008
H -3.737 -1.773 -4.345 0.077
H -2.354 -0.052 -6.288 0.058
H -2.354 -1.811 -6.359 0.074
H -0.834 -0.924 -6.460 0.061
H -1.015 -2.610 -3.069 0.048
H -0.186 -2.629 -4.642 0.064
H -1.837 -3.219 -4.520 0.077
```

- Multiplicity: 2
- Energy above the lowest of the compared OMol25 structures with the same formula, charge and spin: 2.4 kcal per mole
- Total charge: -1
- Total energy: -4235.336457 Ha
- Maximum force: 2.1 eV/Å

---

> Among the records above, which one has the highest total charge?

C41H60N13O3S

---

> Which value of maximum force does entry 2 give?

2.1 eV/Å